This record from OMol25 describes C20H10BrCl5N2O2S3SbV as an isolated structure. The level of theory is ωB97M-V with the def2-TZVPD basis set.

The geometry in XYZ format:
```
45
Properties=species:S:1:pos:R:3:lowdin_spin:R:1
C -3.21 0.57 3.19 0.0007
N 1.71 -0.18 1.58 0.0067
H -5.00 -0.19 4.09 0.0000
C -0.23 4.42 -2.09 -0.0008
C -1.27 1.17 2.12 0.0030
O -0.35 1.81 1.61 0.0056
C -4.39 0.68 3.89 0.0004
Sb -1.64 -2.57 -1.21 -0.2295
S -1.79 0.83 -1.05 -0.0206
C 3.59 1.32 1.81 -0.0003
H 4.77 1.05 3.59 0.0002
H 2.19 1.29 0.21 0.0018
C -1.11 3.42 -1.68 -0.0007
C -2.53 -0.63 2.56 0.0010
Cl -0.76 6.05 -2.18 -0.0006
C -0.71 2.07 -1.57 -0.0060
C 1.09 4.11 -2.41 0.0011
H -4.32 4.05 4.36 0.0000
C -2.80 2.94 3.31 0.0010
Cl -2.73 3.83 -1.26 0.0003
H 3.33 -0.80 4.44 -0.0001
C 4.37 2.48 1.25 -0.0003
C 0.62 1.80 -1.94 0.0015
V -0.12 -0.42 0.33 1.3781
C 2.03 -0.72 2.75 0.0042
Cl 2.19 5.35 -2.89 0.0003
H 5.36 2.53 1.69 0.0000
C 2.48 0.83 1.15 0.0077
C 3.91 0.71 3.02 0.0035
H 4.46 2.40 0.17 0.0000
S -1.10 -2.57 -3.40 -0.1375
Br 0.94 -2.09 3.45 0.0028
N -1.37 -0.17 1.96 -0.0042
C -2.43 1.68 2.91 0.0001
H -5.70 2.08 4.86 0.0001
C 3.12 -0.31 3.50 -0.0009
H -2.19 3.80 3.07 0.0001
C -3.99 3.07 4.03 0.0005
C -4.77 1.95 4.31 0.0012
O -2.94 -1.77 2.58 0.0003
S 0.43 -2.63 -0.05 -0.0269
C 1.51 2.79 -2.33 -0.0001
Cl 3.14 2.38 -2.72 0.0000
H 3.86 3.42 1.47 -0.0001
Cl 1.14 0.15 -1.87 0.0061
```

Summary:
<S²> = 1.19
total charge = -1
spin multiplicity = 2
max |F| = 0.0160 Eh/bohr
frontier orbital gap (spin up / spin down) = 6.32 / 5.23 eV
E_HOMO (spin up / spin down) = -4.202 / -3.107 eV


This record from OMol25 describes a 2-piece molecular cluster, C2H8NO2P overall at a distorted geometry. The level of theory is ωB97M-V with the def2-TZVPD basis set.

The geometry in XYZ format:
```
14
Properties=species:S:1:pos:R:3:mulliken_charge:R:1
H -0.56 0.79 1.42 0.3433
P -2.55 0.01 0.13 0.6894
N 0.61 -0.71 -0.26 -0.4799
O -3.36 0.69 -0.85 -0.6048
C -0.92 0.73 0.40 -0.5968
H 0.14 -0.93 -1.14 0.2764
H 2.25 0.34 0.41 0.2641
H -0.69 1.57 -0.22 0.3597
O -2.34 -1.53 -0.24 -0.5164
H 2.47 -0.59 -1.09 0.3375
C 1.78 0.06 -0.53 -0.7571
H 1.62 0.95 -1.14 0.2818
H -1.65 -1.95 0.28 0.3579
H -3.11 -0.06 1.41 0.0451
```

Summary:
total charge = 0
max |F| = 0.0757 Eh/bohr
frontier orbital gap (spin up / spin down) = 9.02 / 9.03 eV
E_HOMO (spin up / spin down) = -9.605 / -9.617 eV


This record from OMol25 describes a 2-piece molecular cluster, C33H28BF3O4 overall at a distorted geometry. The level of theory is ωB97M-V with the def2-TZVPD basis set.

The geometry in XYZ format:
```
69
Properties=species:S:1:pos:R:3:mulliken_charge:R:1
H 4.14 2.79 3.05 0.3507
C 4.62 -1.94 -0.70 -0.7367
C -3.86 1.19 1.37 -0.9460
H 5.28 2.29 1.80 0.3071
C -4.33 1.51 0.07 1.0117
C -4.27 2.82 -0.41 -0.2266
C 2.59 0.64 2.63 -0.9369
C 1.99 -0.41 1.94 -0.7184
C -5.58 2.22 -2.32 -0.3447
C 2.45 -0.36 0.65 1.2142
C 0.29 -4.17 1.01 0.3848
F -4.87 4.46 -2.01 -0.3057
B 2.04 -1.30 -0.56 -0.8931
H -1.52 2.62 1.01 0.9381
H 2.45 0.90 3.66 0.4417
O 3.26 -2.87 -2.22 -0.5124
C -4.90 3.17 -1.59 -0.0986
H 6.45 -2.97 -1.41 0.4061
H 3.91 3.32 1.38 0.2842
F -3.90 3.57 5.54 -0.2977
C -5.65 0.91 -1.86 -0.6326
H 4.68 -3.95 -4.45 0.2829
C -0.05 1.04 -2.55 0.5888
H -1.20 2.41 -3.71 0.3823
C 1.78 -0.16 -2.94 -0.7259
C 5.39 -2.78 -1.50 -0.8379
H 1.00 -6.04 1.70 0.2755
H -1.71 4.70 4.70 0.4851
C 3.33 -2.03 -1.16 1.1201
H 1.29 -1.14 2.32 0.5551
H 0.93 1.15 -4.51 0.4205
H -1.10 2.80 -1.99 0.2456
H -0.73 -2.10 -1.31 0.5930
C 3.41 1.29 1.72 0.4457
H -6.08 2.52 -3.22 0.4785
H 5.99 -4.54 -3.43 0.3416
H -4.23 0.27 1.79 0.5650
C -0.71 -3.78 0.14 -0.8571
C -3.78 2.34 3.53 -0.4746
C 0.89 0.75 -3.51 -1.1679
C 1.36 -0.38 -1.66 0.9502
C -2.04 2.82 1.93 -0.5102
H 4.94 -1.33 0.13 0.5064
C -3.21 2.12 2.26 0.1915
H -4.68 1.83 3.81 0.5211
H -6.21 0.18 -2.42 0.4223
C 1.04 -2.43 -0.08 1.2933
C 4.92 -4.33 -3.46 -1.3292
C -2.10 3.96 4.04 -0.3757
O 1.36 -3.33 0.89 -0.5063
C -0.23 -2.67 -0.55 -0.7652
H 4.38 -5.27 -3.32 0.2728
C -5.03 0.55 -0.69 -0.6598
H 0.37 -5.00 2.97 0.2864
C -1.48 3.72 2.82 0.1094
O 0.23 0.34 -1.41 -0.2017
C -3.25 3.27 4.39 0.0401
H -5.12 -0.45 -0.32 0.4545
C 4.53 -3.35 -2.42 0.3701
C -1.18 1.98 -2.71 -1.0061
H 2.65 -0.61 -3.40 0.5662
H -0.74 -5.83 1.87 0.3430
F -0.34 4.37 2.51 -0.2828
H -2.13 1.48 -2.53 0.1236
H -3.82 3.60 0.18 0.5477
H -1.67 -4.25 0.02 0.4167
C 0.22 -5.32 1.94 -1.3299
C 4.23 2.49 2.01 -1.3739
O 3.33 0.67 0.51 -0.4803
```

Summary:
total charge = 0
max |F| = 0.0401 Eh/bohr
frontier orbital gap = 1.99 eV
E_HOMO = -6.189 eV


This record from OMol25 describes a 2-piece molecular cluster, C2H3Cl2PS overall at a distorted geometry. The level of theory is ωB97M-V with the def2-TZVPD basis set.

The geometry in XYZ format:
```
9
Properties=species:S:1:pos:R:3:mulliken_charge:R:1
Cl -2.49 1.11 -0.45 -0.1790
H -1.37 0.13 1.30 0.2523
P 2.13 -0.47 0.57 0.3733
C -0.26 -0.47 -0.38 -1.2989
S 3.38 -1.22 -0.67 -0.1815
C -0.98 0.61 0.38 0.3285
H -0.09 -0.21 -1.37 0.4023
H -0.47 -1.41 -0.06 0.4633
Cl 0.13 1.92 0.68 -0.1605
```

Summary:
total charge = 0
max |F| = 0.0871 Eh/bohr
frontier orbital gap = 6.60 eV
E_HOMO = -8.201 eV


Number 1: molar mass 836.39 u. Number 2: molar mass 109.06 u. Number 3: molar mass 556.39 u. Number 4: molar mass 160.99 u.